Entry 1:
{"formula": "C41H35N8O3S3Ta", "method": "ωB97M-V with the def2-TZVPD basis set", "symbols": ["Ta", "C", "C", "N", "N", "C", "S", "S", "C", "C", "C", "C", "C", "C", "C", "C", "C", "C", "C", "C", "C", "O", "H", "H", "H", "H", "H", "H", "H", "H", "H", "H", "H", "H", "H", "H", "C", "C", "C", "C", "C", "C", "C", "S", "O", "O", "N", "C", "C", "C", "C", "C", "N", "H", "H", "H", "H", "H", "H", "H", "H", "H", "H", "H", "N", "C", "N", "C", "C", "C", "C", "C", "C", "H", "H", "H", "H", "H", "H", "N", "C", "C", "C", "C", "C", "N", "C", "H", "H", "H", "H"], "positions_angstrom": [[0.102, -0.227, 0.413], [1.986, 2.624, -2.211], [2.214, 1.154, -2.082], [2.888, 0.709, -1.090], [3.231, -0.631, -1.215], [3.037, -1.403, -0.242], [2.155, -0.929, 1.281], [3.565, -3.057, -0.170], [4.367, -3.221, -1.791], [5.502, -2.273, -2.070], [6.462, -1.979, -1.112], [7.499, -1.108, -1.408], [7.590, -0.534, -2.667], [6.645, -0.843, -3.634], [5.604, -1.706, -3.334], [1.657, 0.220, -3.090], [2.059, 0.198, -4.419], [1.573, -0.776, -5.282], [0.675, -1.732, -4.830], [0.231, -1.716, -3.513], [0.730, -0.735, -2.677], [0.307, -0.665, -1.362], [2.167, 3.117, -1.259], [0.984, 2.846, -2.577], [2.691, 3.032, -2.940], [3.599, -3.159, -2.563], [4.722, -4.254, -1.764], [6.399, -2.425, -0.127], [8.242, -0.881, -0.656], [8.400, 0.145, -2.896], [6.723, -0.417, -4.626], [4.865, -1.944, -4.091], [2.780, 0.924, -4.770], [1.910, -0.796, -6.309], [0.311, -2.495, -5.504], [-0.482, -2.441, -3.148], [-3.911, 6.359, 2.168], [-2.869, 5.283, 2.148], [-3.106, 4.065, 2.788], [-2.164, 3.052, 2.774], [-0.959, 3.278, 2.118], [-0.686, 4.482, 1.477], [-1.649, 5.473, 1.500], [0.244, 2.026, 2.010], [0.401, 1.785, 0.487], [1.442, 2.361, 2.691], [-0.380, 0.583, 2.312], [-0.674, 0.127, 3.632], [-0.350, 0.841, 4.780], [-0.730, 0.292, 5.995], [-1.406, -0.919, 6.019], [-1.670, -1.544, 4.814], [-1.312, -1.036, 3.632], [-4.064, 6.717, 3.187], [-4.869, 5.978, 1.813], [-3.626, 7.206, 1.550], [-4.041, 3.912, 3.312], [-2.367, 2.113, 3.270], [0.261, 4.649, 0.980], [-1.446, 6.420, 1.017], [0.195, 1.772, 4.749], [-0.492, 0.810, 6.914], [-1.722, -1.370, 6.948], [-2.197, -2.490, 4.788], [-1.102, -4.220, 1.560], [-0.414, -3.088, 1.637], [-0.796, -2.207, 0.717], [-1.805, -2.846, -0.030], [-2.531, -2.440, -1.149], [-3.466, -3.325, -1.652], [-3.675, -4.587, -1.078], [-2.943, -5.011, 0.011], [-2.009, -4.113, 0.512], [-0.954, -5.024, 2.151], [0.358, -2.915, 2.368], [-2.370, -1.483, -1.624], [-4.048, -3.040, -2.518], [-4.419, -5.244, -1.505], [-3.088, -5.989, 0.447], [-6.313, -1.106, 1.473], [-5.484, -0.456, 1.019], [-4.436, 0.330, 0.437], [-4.696, 1.466, -0.323], [-3.624, 2.156, -0.866], [-2.343, 1.679, -0.656], [-2.097, 0.579, 0.068], [-3.122, -0.075, 0.619], [-5.713, 1.799, -0.476], [-3.775, 3.049, -1.454], [-1.485, 2.189, -1.074], [-2.892, -0.922, 1.249]], "relative_energy_kcal_mol": 0.0, "gap_ev": 6.1, "total_charge": 2}

---

Entry 2:
{"formula": "C41H36BClCrO5S", "method": "ωB97M-V with the def2-TZVPD basis set", "symbols": ["C", "C", "C", "C", "C", "B", "C", "C", "C", "C", "Cl", "C", "C", "O", "C", "C", "C", "C", "C", "C", "O", "S", "H", "H", "H", "H", "H", "H", "H", "H", "H", "H", "H", "H", "H", "H", "H", "H", "H", "H", "H", "H", "H", "O", "C", "Cr", "C", "O", "C", "O", "C", "C", "C", "C", "C", "C", "C", "C", "C", "C", "C", "C", "C", "C", "C", "C", "C", "C", "C", "C", "C", "H", "H", "H", "H", "H", "H", "H", "H", "H", "H", "H", "H", "H", "H", "H"], "positions_angstrom": [[4.014, 0.437, 1.929], [3.126, -0.733, 2.110], [3.302, -2.020, 1.611], [2.301, -2.924, 2.053], [1.326, -2.325, 2.852], [1.004, -0.153, -1.676], [0.453, -3.022, 3.774], [0.262, -4.422, 3.690], [-0.469, -5.095, 4.666], [-0.966, -4.392, 5.775], [-1.787, -5.235, 7.026], [-0.850, -2.993, 5.826], [-0.147, -2.323, 4.832], [2.180, 0.416, -1.211], [2.964, 0.688, -2.405], [2.624, 2.113, -2.856], [4.436, 0.632, -2.041], [2.438, -0.426, -3.406], [2.464, -0.035, -4.868], [3.134, -1.776, -3.212], [1.051, -0.603, -2.970], [1.709, -0.623, 3.081], [4.654, 0.284, 1.053], [3.409, 1.343, 1.780], [4.650, 0.579, 2.816], [4.143, -2.284, 0.973], [2.311, -3.987, 1.829], [0.664, -4.955, 2.829], [-0.653, -6.160, 4.580], [-1.299, -2.445, 6.649], [-0.069, -1.241, 4.878], [3.400, 2.496, -3.527], [1.655, 2.164, -3.370], [2.577, 2.779, -1.980], [5.049, 0.593, -2.954], [4.721, 1.540, -1.492], [4.670, -0.238, -1.414], [3.484, 0.235, -5.165], [2.147, -0.866, -5.504], [1.810, 0.816, -5.075], [4.122, -1.805, -3.694], [3.274, -2.025, -2.149], [2.516, -2.570, -3.661], [-5.830, 4.869, -0.563], [-4.725, 4.666, -0.259], [-3.038, 4.124, 0.458], [-3.615, 2.362, 0.138], [-4.082, 1.293, 0.054], [-4.108, 3.894, 2.009], [-4.923, 3.678, 2.812], [-2.125, 6.093, 0.293], [-1.963, 5.390, -0.912], [-1.409, 4.105, -0.904], [-0.955, 3.502, 0.301], [-0.482, 2.124, 0.325], [-0.214, 0.949, 0.131], [-0.178, -0.357, -0.522], [-0.433, -1.556, 0.313], [-1.326, -1.422, 1.382], [-2.076, -2.519, 1.799], [-1.856, -3.760, 1.198], [-0.848, -3.921, 0.241], [-0.123, -2.810, -0.198], [-1.422, -0.237, -1.546], [-1.380, 0.791, -2.494], [-2.355, 0.891, -3.489], [-3.389, -0.052, -3.556], [-3.518, -0.992, -2.533], [-2.569, -1.032, -1.501], [-1.192, 4.203, 1.498], [-1.738, 5.496, 1.497], [-2.579, 7.086, 0.299], [-2.297, 5.826, -1.858], [-1.321, 3.534, -1.829], [-1.506, -0.436, 1.804], [-2.821, -2.397, 2.587], [-2.476, -4.611, 1.487], [-0.653, -4.910, -0.183], [0.637, -2.879, -0.974], [-0.616, 1.567, -2.397], [-2.295, 1.704, -4.215], [-4.099, -0.031, -4.386], [-4.356, -1.688, -2.519], [-2.720, -1.699, -0.652], [-0.942, 3.704, 2.436], [-1.892, 6.017, 2.446]], "spin_multiplicity": 4, "relative_energy_kcal_mol": 2.1, "gap_ev": [5.9, 3.9], "total_charge": 3}

---

Entry 3:
{"formula": "C41H36ClN6PTi", "method": "ωB97M-V with the def2-TZVPD basis set", "symbols": ["Ti", "C", "N", "C", "C", "N", "C", "C", "C", "C", "C", "C", "N", "C", "N", "C", "C", "C", "C", "C", "C", "N", "H", "H", "H", "H", "H", "H", "H", "H", "H", "H", "H", "H", "H", "H", "H", "Cl", "C", "C", "C", "C", "C", "C", "C", "H", "H", "H", "H", "H", "H", "N", "P", "C", "C", "C", "C", "C", "C", "C", "C", "C", "C", "C", "C", "C", "C", "C", "C", "C", "C", "H", "H", "H", "H", "H", "H", "H", "H", "H", "H", "H", "H", "H", "H", "H"], "positions_angstrom": [[0.357, 0.606, 0.934], [-0.593, 3.691, 1.439], [0.577, 2.941, 1.872], [1.865, 3.551, 1.539], [2.842, 2.475, 1.178], [2.464, 1.266, 0.884], [3.619, 0.581, 0.520], [3.769, -0.738, 0.104], [5.051, -1.158, -0.195], [6.151, -0.291, -0.087], [6.007, 1.022, 0.318], [4.715, 1.439, 0.617], [4.185, 2.655, 1.034], [-0.872, 3.319, 0.017], [-0.459, 2.186, -0.487], [-0.906, 2.182, -1.809], [-0.717, 1.234, -2.808], [-1.277, 1.494, -4.043], [-2.001, 2.672, -4.287], [-2.179, 3.629, -3.305], [-1.614, 3.357, -2.065], [-1.570, 4.071, -0.874], [-0.491, 4.779, 1.551], [-1.436, 3.372, 2.059], [0.533, 2.785, 2.872], [2.250, 4.158, 2.366], [1.742, 4.211, 0.675], [2.898, -1.378, 0.016], [5.214, -2.177, -0.521], [7.139, -0.660, -0.330], [6.858, 1.686, 0.395], [4.696, 3.493, 1.242], [-0.150, 0.336, -2.603], [-1.156, 0.770, -4.839], [-2.427, 2.839, -5.267], [-2.731, 4.540, -3.497], [-1.968, 4.976, -0.698], [-2.288, 1.086, 3.745], [-0.729, 1.570, 4.368], [-0.655, 2.726, 5.124], [0.576, 3.210, 5.551], [1.721, 2.494, 5.205], [1.640, 1.339, 4.453], [0.405, 0.816, 3.984], [0.348, -0.293, 3.083], [-1.570, 3.250, 5.371], [0.635, 4.107, 6.152], [2.692, 2.844, 5.538], [2.544, 0.800, 4.191], [-0.573, -0.870, 3.108], [1.243, -0.915, 3.080], [0.223, -0.996, -0.235], [-0.810, -1.953, -0.848], [-0.618, -2.209, -2.653], [-1.618, -2.056, -3.607], [-1.337, -2.234, -4.957], [-0.054, -2.561, -5.365], [0.956, -2.704, -4.420], [0.675, -2.525, -3.076], [-0.726, -3.657, -0.201], [-0.326, -3.798, 1.127], [-0.269, -5.054, 1.711], [-0.604, -6.181, 0.969], [-0.988, -6.049, -0.357], [-1.048, -4.791, -0.941], [-2.585, -1.537, -0.632], [-3.614, -2.408, -0.991], [-4.941, -2.042, -0.820], [-5.255, -0.801, -0.278], [-4.240, 0.060, 0.110], [-2.914, -0.311, -0.064], [-2.619, -1.777, -3.304], [-2.124, -2.110, -5.691], [0.164, -2.699, -6.417], [1.962, -2.950, -4.735], [1.461, -2.612, -2.334], [-0.047, -2.910, 1.684], [0.040, -5.157, 2.743], [-0.556, -7.163, 1.423], [-1.234, -6.928, -0.939], [-1.331, -4.696, -1.984], [-3.378, -3.384, -1.397], [-5.730, -2.727, -1.102], [-6.291, -0.517, -0.141], [-4.479, 1.014, 0.563], [-2.122, 0.346, 0.286]], "spin_multiplicity": 3, "relative_energy_kcal_mol": 0.0, "gap_ev": [5.1, 6.5], "total_charge": 0}

---

Entry 4:
{"formula": "C41H36FN2O", "method": "ωB97M-V with the def2-TZVPD basis set", "symbols": ["C", "C", "C", "C", "O", "C", "C", "C", "C", "C", "C", "C", "C", "C", "C", "C", "C", "C", "C", "C", "H", "H", "H", "H", "H", "H", "H", "H", "H", "H", "H", "H", "H", "H", "H", "F", "C", "C", "C", "C", "C", "C", "C", "C", "C", "C", "C", "C", "C", "C", "C", "C", "C", "N", "C", "C", "C", "N", "C", "C", "H", "H", "H", "H", "H", "H", "H", "H", "H", "H", "H", "H", "H", "H", "H", "H", "H", "H", "H", "H", "H"], "positions_angstrom": [[-4.375, -6.244, 3.508], [-4.519, -6.203, 2.119], [-3.415, -6.382, 1.288], [-2.169, -6.625, 1.878], [-1.014, -6.589, 1.067], [-0.703, -5.318, 0.597], [-0.593, -4.239, 1.487], [-0.517, -2.960, 0.976], [-0.603, -2.720, -0.430], [-0.558, -1.412, -0.979], [-0.688, -1.132, -2.383], [0.324, -0.360, -3.009], [0.225, -0.012, -4.351], [-0.866, -0.443, -5.116], [-1.845, -1.254, -4.526], [-1.770, -1.594, -3.177], [-0.642, -3.859, -1.293], [-0.617, -5.141, -0.791], [-2.011, -6.708, 3.263], [-3.120, -6.471, 4.076], [-5.236, -6.079, 4.155], [-5.494, -6.011, 1.672], [-3.495, -6.319, 0.200], [-0.601, -4.407, 2.565], [-0.415, -2.116, 1.659], [-0.114, -0.629, -0.359], [1.182, -0.059, -2.398], [1.016, 0.587, -4.797], [-0.945, -0.156, -6.164], [-2.677, -1.631, -5.121], [-2.553, -2.174, -2.684], [-0.681, -3.720, -2.375], [-0.613, -6.010, -1.447], [-1.015, -6.902, 3.667], [-2.981, -6.450, 5.159], [2.693, 2.266, -1.870], [2.012, 2.856, -0.757], [3.028, 3.679, 0.047], [4.368, 3.777, -0.321], [5.270, 4.415, 0.533], [4.819, 5.016, 1.709], [3.465, 4.972, 2.048], [2.572, 4.302, 1.208], [0.849, 3.661, -1.345], [0.666, 5.020, -1.089], [-0.458, 5.676, -1.601], [-1.369, 4.994, -2.405], [-1.161, 3.641, -2.697], [-0.019, 3.003, -2.219], [1.551, 1.624, 0.097], [2.767, 0.797, 0.582], [2.967, 1.168, 2.043], [1.617, 1.687, 2.550], [0.783, 1.949, 1.348], [-0.585, 1.631, 1.329], [-1.145, 0.497, 1.971], [-2.064, -0.234, 1.211], [-2.397, 0.120, -0.044], [-2.262, 1.416, -0.366], [-1.415, 2.247, 0.365], [4.709, 3.339, -1.260], [6.324, 4.434, 0.262], [5.518, 5.529, 2.368], [3.085, 5.438, 2.959], [1.507, 4.246, 1.441], [1.394, 5.568, -0.491], [-0.607, 6.728, -1.361], [-2.237, 5.503, -2.823], [-1.866, 3.074, -3.309], [0.217, 1.984, -2.530], [0.878, 1.056, -0.570], [2.495, -0.261, 0.478], [3.649, 1.000, -0.030], [3.301, 0.323, 2.652], [3.738, 1.943, 2.123], [1.157, 0.941, 3.207], [1.740, 2.618, 3.122], [-0.834, 0.159, 2.960], [-2.468, -1.177, 1.591], [-2.795, 1.807, -1.236], [-1.362, 3.314, 0.185]], "relative_energy_kcal_mol": 0.0, "gap_ev": 6.0, "total_charge": 1}